C18H19N2O2S6Yb as an isolated structure, computed with ωB97M-V/def2-TZVPD.

```
! wB97M-V def2-TZVPD RIJCOSX def2/J DEFGRID3
* xyz 0 2
S -2.46 -1.28 0.91
S 1.70 -1.78 2.52
S 3.07 2.26 3.33
H -1.13 1.87 -3.34
C 1.81 -2.81 -1.25
C -1.75 2.07 -1.30
H -0.18 3.72 3.52
C 0.61 1.56 -2.10
C -1.28 2.55 0.05
N -1.83 -1.18 -0.42
H -0.48 3.30 -2.57
C -1.27 3.92 0.33
H -0.23 1.35 2.90
C -0.86 4.36 1.57
C 2.50 0.88 2.43
H 1.12 2.05 -1.27
O 0.42 0.20 -1.66
C -0.50 3.43 2.53
H -0.85 5.42 1.79
C 2.25 -0.23 3.15
H -0.19 -0.30 -2.22
H 1.58 -3.64 0.71
H -2.04 1.02 -1.22
H -2.80 -4.15 -1.12
H -1.60 4.61 -0.44
O -1.50 -1.02 2.04
S 3.41 2.39 6.28
C -0.04 -3.16 -2.74
S 2.32 1.06 0.69
C -0.17 -3.95 -0.49
C -0.77 -3.80 -1.73
C 3.03 1.57 4.90
H -0.71 -4.44 0.31
S 2.52 -0.07 4.87
H 1.27 1.56 -2.96
H 1.78 -2.17 -3.30
C -2.16 -4.32 -1.98
H -2.65 2.62 -1.56
N -0.88 1.66 0.97
C -0.71 2.24 -2.40
C 1.23 -2.67 -2.51
H -2.14 -5.40 -2.16
Yb 0.25 -0.60 0.63
H -0.49 -3.05 -3.72
H 2.82 -2.45 -1.05
C 1.11 -3.47 -0.24
H -2.62 -3.85 -2.85
C -0.52 2.10 2.18
*
```

HOMO energy (alpha / beta)	-6.81 / -6.82	eV
energy	-122593.45702	eV
⟨S²⟩	0.751

natural (NBO) atomic charge list, values in e, 5 entries:
1 S 1.390
2 S -0.327
3 S 0.472
4 H 0.210
5 C -0.246



C18H19N3O2RbSTe as an isolated structure, computed with ωB97M-V/def2-TZVPD.

```
! wB97M-V def2-TZVPD RIJCOSX def2/J DEFGRID3
* xyz -1 1
C -4.12 -1.77 3.30
C 3.22 -5.31 -1.53
C -2.73 -0.84 1.55
H 2.15 4.72 -0.46
C -3.52 2.60 0.75
H -3.83 4.50 -0.21
C -3.12 0.46 1.91
N -1.83 -1.04 0.49
C -3.11 3.80 0.18
C 1.15 -6.27 -1.12
H -4.34 1.59 3.25
C -4.53 -0.50 3.65
H 0.21 3.41 0.62
S 0.84 -4.57 -1.08
C 2.47 -6.51 -1.37
C -1.19 1.87 1.16
H 0.34 -6.97 -0.96
H -5.23 -0.36 4.46
H 6.07 1.06 -3.44
C -0.84 3.13 0.63
H 1.19 3.59 -1.21
C -2.59 1.67 1.23
C -1.75 4.07 0.14
H -4.49 -2.64 3.83
O 4.50 2.10 -2.71
H -1.82 -0.26 -0.15
H 4.29 -5.30 -1.73
H -2.90 -2.93 1.96
N 3.14 3.50 -1.67
C 3.68 2.24 -1.64
Te 3.13 -2.18 -1.55
H 5.51 0.50 -1.84
C 5.21 0.86 -2.82
H 2.89 -7.50 -1.44
H 4.57 0.10 -3.27
C 2.50 -4.16 -1.40
C -3.23 -1.94 2.25
C -4.03 0.60 2.96
Rb 1.28 0.02 0.78
H 3.21 3.99 -2.54
H -1.40 5.01 -0.27
H -1.94 -1.93 0.03
O 3.48 1.42 -0.78
H -4.59 2.38 0.82
N 2.10 3.77 -0.79
*
```

HOMO energy	-3.49	eV
energy	-46323.66975	eV

Löwdin atomic charge list, values in e, 5 entries:
1 C -0.121
2 C -0.295
3 C -0.275
4 H 0.087
5 C -0.081



C18H19N3O4ReSbSe4 as an isolated structure, computed with ωB97M-V/def2-TZVPD.

```
! wB97M-V def2-TZVPD RIJCOSX def2/J DEFGRID3
* xyz 2 1
Se -3.17 3.59 -3.84
H -2.83 -3.23 0.13
C 3.57 0.33 1.89
H -1.98 0.94 6.14
H 0.95 -1.54 -4.47
H -2.48 -1.13 3.24
C -2.04 -0.15 3.06
N 1.23 -0.27 -0.77
H -3.26 -0.08 5.48
C 3.43 0.38 3.27
Se -0.93 4.29 -3.41
Se 0.02 2.57 0.18
C -2.20 0.14 5.43
N -1.84 0.62 4.08
C -2.27 -2.20 -2.34
Se -1.98 1.84 -0.73
C 0.04 -1.70 -3.90
C -1.14 -1.59 -1.77
H -4.57 -3.02 -0.17
C -2.21 -2.49 -3.70
H 6.65 0.91 4.12
H -0.22 1.88 3.58
O -3.42 -2.52 -1.73
C 4.83 0.49 1.30
O 1.18 0.10 1.63
Re -0.34 0.20 0.43
H 2.45 0.24 3.71
O -1.13 -1.26 -0.44
H -1.83 2.50 3.13
C 2.40 0.11 1.04
C -1.26 1.96 3.89
C 4.54 0.58 4.07
C -1.08 -2.25 -4.47
H -1.32 2.50 4.83
C 0.01 -1.34 -2.54
C 5.79 0.75 3.49
H 6.91 0.83 1.67
H -3.09 -2.94 -4.14
H 2.15 -0.97 -2.43
C -3.58 -2.58 -0.31
H -1.08 -2.52 -5.52
O -1.81 0.21 1.85
Sb -1.43 1.85 -3.38
H 4.43 0.62 5.15
C 1.19 -0.84 -1.94
H -3.56 -1.59 0.13
H 4.94 0.45 0.23
C 5.94 0.70 2.11
H -1.61 -0.73 5.69
N 2.50 -0.08 -0.23
*
```

HOMO energy (alpha / beta)	-13.57 / -13.57	eV
energy	-301673.86427	eV

natural (NBO) atomic charge list, values in e, 5 entries:
1 Se -0.116
2 H 0.189
3 C -0.102
4 H 0.241
5 H 0.243